{"formula": "C5H11NO", "method": "the ωB97M-V functional and the def2-TZVPD basis", "e_homo_ev": -7.9, "spin_multiplicity": 1, "e_lumo_ha": 0.0386, "smiles": "N/C=C/CCCO", "charge": 0, "species": ["N", "C", "C", "C", "C", "C", "O", "H", "H", "H", "H", "H", "H", "H", "H", "H", "H", "H"], "coordinates": [[0.977, 1.967, 2.396], [0.937, 1.859, 0.951], [0.655, 0.657, 0.409], [0.039, 0.559, -0.942], [-1.113, -0.478, -0.989], [-0.788, -1.802, -0.484], [0.016, -2.674, -1.331], [1.040, 1.080, 2.779], [1.529, 2.646, 2.829], [1.048, 2.840, 0.461], [0.704, -0.200, 1.128], [-0.047, 1.474, -1.490], [0.856, 0.078, -1.622], [-1.475, -0.553, -2.080], [-1.910, -0.108, -0.275], [-0.086, -1.906, 0.389], [-1.733, -2.349, -0.243], [-0.650, -3.090, -1.887]]}

{"formula": "C23H41Cl3N3O3PrSi", "method": "the ωB97M-V functional and the def2-TZVPD basis", "e_homo_ev": [-5.7, -5.7], "spin_multiplicity": 3, "e_lumo_ha": [-0.0016, -0.0014], "charge": 0, "s2": 2.002, "species": ["C", "C", "H", "H", "H", "C", "C", "H", "H", "H", "H", "Pr", "Cl", "Cl", "H", "H", "C", "C", "N", "H", "C", "O", "H", "H", "H", "H", "H", "H", "C", "C", "N", "H", "C", "O", "H", "H", "H", "H", "O", "C", "C", "C", "H", "C", "H", "C", "H", "C", "C", "H", "H", "H", "Si", "Cl", "C", "C", "C", "H", "H", "H", "H", "H", "H", "H", "H", "H", "C", "C", "C", "N", "H", "H", "H", "H", "H"], "coordinates": [[4.316, 2.869, -1.889], [2.876, 3.236, -1.916], [4.861, 3.634, -2.452], [4.523, 1.890, -2.344], [4.643, 2.860, -0.848], [2.296, 3.892, -2.932], [2.980, 4.126, -4.237], [1.264, 4.256, -2.850], [3.287, 3.169, -4.681], [3.877, 4.735, -4.087], [2.311, 4.636, -4.933], [-1.275, -1.914, 0.564], [-0.408, -0.666, 2.753], [-1.139, -4.445, -0.231], [-3.698, -5.729, 4.885], [-1.994, -4.614, 6.515], [-2.956, -5.604, 4.083], [-1.325, -4.565, 5.648], [-2.078, -4.477, 4.397], [-3.448, -5.439, 3.116], [-1.949, -3.440, 3.568], [-2.500, -3.336, 2.448], [-0.665, -3.700, 5.763], [-1.277, -2.642, 3.923], [-2.358, -6.526, 4.067], [-0.720, -5.478, 5.675], [1.279, -0.492, -2.949], [-0.399, 1.722, -4.650], [0.552, -0.926, -3.662], [-0.899, 0.757, -4.799], [-0.687, -0.140, -3.668], [0.343, -1.971, -3.378], [-1.545, -0.202, -2.646], [-1.382, -0.951, -1.645], [-1.968, 0.935, -4.937], [-2.405, 0.473, -2.726], [0.958, -0.873, -4.686], [-0.476, 0.294, -5.695], [2.333, 1.447, -0.377], [2.110, 2.764, -0.644], [-0.256, 2.941, -1.707], [0.616, 3.169, -0.643], [0.132, 2.499, -2.647], [-1.609, 3.312, -1.600], [2.569, 3.407, 0.178], [0.166, 3.771, 0.533], [-2.284, 3.136, -2.438], [-2.073, 3.911, -0.408], [-1.171, 4.156, 0.632], [0.896, 3.932, 1.333], [-3.123, 4.209, -0.321], [-1.520, 4.652, 1.539], [3.111, -1.975, 0.569], [1.128, -1.430, -0.437], [3.200, -3.812, 0.140], [2.747, -2.063, 2.391], [4.578, -1.022, -0.037], [2.230, -4.341, 0.138], [3.853, -4.300, 0.885], [3.662, -3.963, -0.841], [4.703, -1.088, -1.128], [5.459, -1.496, 0.432], [4.538, 0.037, 0.252], [2.087, -1.262, 2.751], [3.700, -2.014, 2.942], [2.269, -3.033, 2.628], [-5.336, 1.761, 2.569], [-5.617, 0.641, 1.531], [-4.360, -0.004, 1.192], [-3.326, -0.454, 0.928], [-4.708, 1.401, 3.395], [-6.254, 2.149, 3.043], [-4.858, 2.629, 2.099], [-6.327, -0.097, 1.941], [-6.079, 1.079, 0.630]]}

{"formula": "C3H3O3", "method": "the ωB97M-V functional and the def2-TZVPD basis", "e_homo_ev": -2.6, "spin_multiplicity": 1, "e_lumo_ha": 0.1460, "charge": -1, "species": ["C", "C", "C", "O", "O", "O", "H", "H", "H"], "coordinates": [[-0.189, -0.550, -0.313], [-1.086, 0.393, -0.243], [2.383, 0.014, -0.117], [2.909, -0.999, -0.333], [2.324, 1.159, 0.127], [-2.453, 0.396, 0.343], [-0.304, -1.613, 0.151], [-1.175, 1.347, -0.828], [-2.409, -0.147, 1.213]]}

{"formula": "H27O14", "method": "the ωB97M-V functional and the def2-TZVPD basis", "e_homo_ev": [-10.9, -10.9], "spin_multiplicity": 2, "e_lumo_ha": [-0.0197, -0.2099], "charge": 0, "s2": 0.762, "species": ["O", "H", "O", "H", "H", "O", "H", "H", "O", "H", "H", "O", "H", "H", "O", "H", "H", "O", "H", "H", "O", "H", "H", "O", "H", "H", "O", "H", "H", "O", "H", "H", "O", "H", "H", "O", "H", "H", "O", "H", "H"], "coordinates": [[2.266, 1.270, 2.811], [2.235, 2.219, 2.590], [0.844, 1.506, -0.433], [0.765, 0.871, 0.291], [2.665, 4.450, -0.512], [2.760, -2.618, -3.702], [2.368, 3.131, 0.361], [-3.482, -2.745, -1.565], [-3.007, -3.152, -0.804], [0.848, -2.796, -0.342], [-2.404, -2.386, -0.517], [-0.568, -2.545, 2.635], [-1.980, 2.368, 0.696], [-0.765, -2.603, 1.700], [0.081, 1.790, 4.300], [-0.480, 2.135, 3.615], [1.005, 1.690, 3.929], [-4.489, 2.525, -0.391], [-4.364, 2.006, -1.203], [-4.217, 3.442, -0.498], [2.809, 4.062, 0.335], [2.728, -1.890, -4.330], [-0.617, -3.366, 3.051], [0.347, -2.383, -1.046], [0.835, -1.684, -1.465], [1.930, -3.036, -3.615], [-0.993, -2.380, -3.796], [-0.053, -2.364, -3.410], [-1.123, -1.538, -4.190], [1.842, -1.307, 3.903], [2.604, -0.817, 4.263], [1.089, -0.681, 4.079], [-2.551, 1.921, 1.340], [-3.467, 2.168, 1.290], [2.149, 0.964, 1.901], [-1.088, 0.732, -2.060], [-1.434, -0.121, -2.331], [-0.530, 1.145, -1.390], [1.621, -0.216, -2.027], [2.537, -0.397, -2.110], [1.284, 0.630, -1.358]]}

{"formula": "C4H10N8", "method": "the ωB97M-V functional and the def2-TZVPD basis", "e_homo_ev": -15.4, "spin_multiplicity": 1, "e_lumo_ha": -0.2874, "charge": 2, "species": ["C", "C", "C", "C", "N", "N", "N", "N", "N", "N", "N", "N", "H", "H", "H", "H", "H", "H", "H", "H", "H", "H"], "coordinates": [[-1.424, -1.751, -0.699], [-1.617, -1.530, -2.818], [-0.183, 1.106, 0.012], [1.490, 0.784, 1.755], [-1.578, -2.974, -1.165], [-1.479, 0.483, -1.498], [-1.638, -2.828, -2.431], [-1.367, -0.790, -1.700], [-0.371, 2.383, -0.021], [1.706, 0.110, 2.840], [2.192, 1.887, 1.520], [0.580, 0.329, 0.806], [-1.273, -1.527, 0.354], [-1.918, -1.097, -3.817], [-1.552, -3.697, -2.949], [-1.059, 2.599, -0.764], [0.347, 3.040, 0.424], [2.497, 0.369, 3.492], [1.157, -0.689, 3.343], [3.158, 2.101, 2.003], [2.002, 2.337, 0.673], [0.329, -0.648, 0.639]]}

{"formula": "C3H6CoO4", "method": "the ωB97M-V functional and the def2-TZVPD basis", "e_homo_ev": [-6.5, -7.6], "spin_multiplicity": 4, "e_lumo_ha": [0.0059, -0.0094], "charge": 0, "s2": 3.762, "species": ["O", "C", "C", "O", "C", "O", "O", "H", "H", "H", "H", "H", "Co", "H"], "coordinates": [[-1.736, -0.804, -1.031], [-0.584, 0.032, -0.981], [-0.507, 0.634, 0.416], [0.715, 1.348, 0.595], [1.852, 0.814, 1.042], [2.834, 1.501, 1.163], [1.863, -0.465, 1.387], [-2.218, -0.679, -1.856], [-0.660, 0.834, -1.725], [0.314, -0.561, -1.217], [-0.652, -0.120, 1.205], [-1.307, 1.370, 0.549], [-1.698, -2.780, -0.209], [1.784, -1.125, 0.662]]}

| no. | molecular weight (g mol⁻¹) |
| --- | --- |
| 1 | 101.15 |
| 2 | 682.95 |
| 3 | 87.05 |
| 4 | 251.20 |
| 5 | 170.18 |
| 6 | 165.01 |